Molecular formula: C3H7Br2OP
Method: DFT, wB97M-V/def2-TZVPD

Each line ends with the Löwdin charge.
Cartesian coordinates (Å):
1 C -0.64 -0.34 0.98  -0.20
2 C 0.88 0.41 -0.92  -0.29
3 C -0.42 -0.33 -0.53  -0.64
4 O 1.39 0.04 -2.21  -0.07
5 P -1.99 0.33 -1.38  0.18
6 Br -2.72 1.91 -0.02  0.24
7 Br -3.34 -1.36 -0.92  0.23
8 H 0.18 -0.84 1.50  0.08
9 H -0.71 0.68 1.37  0.03
10 H -1.56 -0.87 1.23  0.03
11 H 1.61 0.15 -0.15  0.12
12 H 0.72 1.50 -0.88  0.12
13 H 2.33 0.21 -2.21  0.08
14 H -0.33 -1.36 -0.90  0.10

net charge: 0
frontier orbital gap: 9.5 eV
E_tot: -5683.1624 a.u.
HOMO energy: -9.091 eV
largest force on an atom: 1.393 eV/Å
SMILES: C[C@H](CO)P(Br)Br